This record from OMol25 describes C53H45BF2IrN6OP2S2 as an isolated structure. The level of theory is ωB97M-V/def2-TZVPD.

Output
Kohn-Sham gap (alpha / beta): 6.42 / 5.62 eV
⟨S²⟩: 0.796
Relative energy (zero: lowest compared OMol25 entry of this formula, charge and spin): 0.0 kJ/mol
Charge: +2
Spin multiplicity: 2

Each line ends with the Löwdin charge.
Positions of all 113 atoms, in Å:
Ir (-0.3045, -0.1949, 0.5636)  0.773
O (2.1827, -2.0307, -0.9965)  -0.420
S (2.0055, -0.7304, -0.3292)  0.913
C (2.8904, 0.4419, -1.3544)  -0.362
C (4.2782, 0.4029, -1.2795)  -0.047
C (5.0411, 1.2130, -2.1039)  -0.026
C (4.4125, 2.0524, -3.0098)  -0.025
C (3.0290, 2.0644, -3.1051)  -0.036
C (2.2414, 1.2550, -2.2877)  -0.308
P (0.4369, 1.2593, -2.5286)  1.186
C (0.1020, 2.7005, -3.5579)  -0.332
C (0.1390, 3.9588, -2.9515)  -0.073
C (-0.1006, 5.0927, -3.7092)  -0.052
C (-0.3880, 4.9778, -5.0639)  -0.054
C (-0.4303, 3.7289, -5.6652)  -0.055
C (-0.1825, 2.5873, -4.9160)  -0.064
C (0.1018, -0.2105, -3.5268)  -0.318
C (-1.2238, -0.4726, -3.8855)  -0.092
C (-1.5191, -1.5566, -4.6942)  -0.069
C (-0.5028, -2.3936, -5.1413)  -0.062
C (0.8109, -2.1421, -4.7803)  -0.052
C (1.1160, -1.0499, -3.9794)  -0.064
C (2.2781, -1.0211, 2.4907)  -0.318
C (3.6085, -1.6275, 3.0196)  -0.151
C (4.4332, -0.7074, 3.8544)  -0.008
C (3.9498, 0.4349, 4.3363)  -0.032
C (2.6335, 0.9324, 3.9370)  -0.036
C (1.8197, 0.2854, 3.0947)  -0.268
P (0.4984, 1.2141, 2.2457)  0.983
C (-0.7618, 1.5501, 3.5000)  -0.425
C (-1.7663, 2.4714, 3.1878)  -0.140
C (-2.7878, 2.7122, 4.0898)  -0.052
C (-2.8212, 2.0294, 5.3008)  -0.052
C (-1.8295, 1.1115, 5.6103)  -0.057
C (-0.7965, 0.8712, 4.7122)  -0.089
C (1.2487, 2.8441, 1.9505)  -0.332
C (1.1105, 3.8938, 2.8544)  -0.074
C (1.7879, 5.0884, 2.6431)  -0.049
C (2.6102, 5.2423, 1.5385)  -0.054
C (2.7556, 4.1961, 0.6354)  -0.053
C (2.0747, 3.0101, 0.8450)  -0.093
H (4.7719, -0.2695, -0.5912)  0.112
H (6.1203, 1.1822, -2.0415)  0.123
H (4.9984, 2.6900, -3.6579)  0.123
H (2.5519, 2.7100, -3.8298)  0.115
H (0.3467, 4.0514, -1.8931)  0.105
H (-0.0721, 6.0675, -3.2412)  0.114
H (-0.5820, 5.8655, -5.6510)  0.115
H (-0.6533, 3.6400, -6.7198)  0.114
H (-0.2060, 1.6164, -5.3943)  0.108
H (-2.0151, 0.1875, -3.5531)  0.114
H (-2.5436, -1.7376, -4.9944)  0.113
H (-0.7362, -3.2332, -5.7832)  0.113
H (1.6060, -2.7860, -5.1313)  0.115
H (2.1492, -0.8626, -3.7203)  0.106
H (3.4778, -2.5693, 3.5560)  0.162
H (5.4249, -1.0486, 4.1286)  0.128
H (4.5471, 1.0513, 4.9944)  0.117
H (2.3678, 1.9294, 4.2708)  0.117
H (-1.7451, 2.9965, 2.2385)  0.119
H (-3.5592, 3.4315, 3.8498)  0.118
H (-3.6195, 2.2207, 6.0055)  0.115
H (-1.8499, 0.5888, 6.5575)  0.113
H (-0.0160, 0.1645, 4.9662)  0.104
H (0.4777, 3.7936, 3.7259)  0.109
H (1.6692, 5.9000, 3.3485)  0.116
H (3.1343, 6.1751, 1.3791)  0.115
H (3.3899, 4.3087, -0.2350)  0.111
H (2.1689, 2.2145, 0.1246)  0.067
S (-2.3366, -0.1545, 1.6229)  0.901
C (-2.2409, -1.5809, 2.5411)  -0.659
N (-3.3572, -2.0004, 3.1091)  0.071
N (-3.4769, -3.2044, 3.5827)  0.072
C (-2.9229, -4.4295, 3.1366)  -0.224
C (-2.9997, -5.5027, 4.0177)  -0.005
C (-2.5325, -6.7451, 3.6244)  -0.050
C (-2.0039, -6.9175, 2.3530)  -0.055
C (-1.9557, -5.8435, 1.4710)  -0.066
C (-2.4129, -4.5950, 1.8525)  -0.038
N (-1.0236, -2.2839, 2.7819)  0.116
N (-0.0522, -1.6618, 2.3360)  -0.069
C (1.2567, -2.1371, 2.3577)  -0.190
C (1.4813, -3.4165, 1.9930)  0.025
C (2.7045, -3.9783, 1.4538)  -0.058
C (3.8051, -3.2846, 1.1438)  -0.016
C (4.0700, -1.8655, 1.5397)  -0.153
C (3.0281, -0.7550, 1.1694)  -0.291
H (-4.2697, -3.2889, 4.2069)  0.169
H (-3.4152, -5.3623, 5.0086)  0.125
H (-2.5860, -7.5783, 4.3112)  0.119
H (-1.6439, -7.8888, 2.0433)  0.115
H (-1.5690, -5.9822, 0.4696)  0.102
H (-2.3955, -3.7756, 1.1438)  0.091
H (0.6015, -4.0508, 1.9501)  0.114
H (2.6590, -5.0216, 1.1704)  0.118
H (4.6057, -3.8008, 0.6289)  0.126
H (5.0982, -1.5858, 1.3165)  0.146
H (3.5100, 0.2203, 1.2422)  0.137
C (-3.7590, -1.0923, -0.9463)  -0.027
C (-2.5229, -1.9160, -1.0803)  -0.375
N (-1.2659, -1.7445, -0.6502)  -0.040
C (-0.5748, -2.8962, -1.0062)  -0.121
C (-1.3992, -3.7436, -1.6597)  -0.066
N (-2.6127, -3.1095, -1.6954)  0.121
H (-3.5478, -0.0321, -0.9789)  0.056
H (-4.2786, -1.3178, -0.0145)  0.071
H (-4.4341, -1.3369, -1.7674)  0.098
H (0.4711, -3.0160, -0.8028)  0.072
H (-1.2272, -4.7046, -2.1095)  0.128
H (-3.4552, -3.4573, -2.1224)  0.172
F (-2.0156, 1.2478, -1.4294)  0.022
B (-0.7651, 1.3467, -0.8199)  -1.084
F (-0.6080, 2.6172, -0.2869)  0.036